Entry 1:
Formula: C8H12ClP
Source: OMol25
Level of theory: the ωB97M-V functional and the def2-TZVPD basis

Element x y z (Å)
C: -1.04 -2.71 0.40
C: -0.18 -1.60 0.24
P: 1.46 -1.84 -0.08
C: 1.68 0.17 -0.15
C: 1.97 0.73 -1.53
Cl: 2.89 0.74 1.08
C: 0.38 0.69 0.30
C: 0.20 2.20 0.36
C: -0.60 -0.24 0.35
C: -2.03 0.17 0.50
H: -1.97 -2.69 -0.29
H: -1.44 -2.73 1.46
H: -0.68 -3.70 0.20
H: 2.96 1.28 -1.65
H: 1.12 1.34 -1.70
H: 2.07 -0.07 -2.20
H: -0.27 2.48 -0.64
H: 1.15 2.64 0.51
H: -0.46 2.44 1.19
H: -2.72 -0.02 -0.35
H: -1.95 1.17 0.74
H: -2.53 -0.44 1.27

Calculated values
Total charge: 0
SMILES: CC1=P[C@](C)(Cl)C(C)=C1C
ΔE to the lowest compared entry with this formula, charge and spin: 72.2 kJ/mol
Multiplicity: 1


Entry 2:
Formula: C8H12CuO8
Source: OMol25
Level of theory: the ωB97M-V functional and the def2-TZVPD basis

Element x y z (Å)
Cu: -0.09 0.01 0.33
C: -2.32 -0.76 3.76
C: -1.35 -0.67 2.59
O: -1.63 -1.29 1.53
O: -0.40 0.13 2.66
H: -2.03 -0.06 4.54
H: -2.34 -1.79 4.11
H: -3.31 -0.43 3.44
C: -3.22 2.36 -0.97
C: -2.02 1.48 -0.64
O: -1.30 1.81 0.36
O: -1.70 0.55 -1.38
H: -3.49 2.14 -2.00
H: -2.97 3.41 -0.85
H: -4.05 2.12 -0.30
C: 3.63 1.26 -1.46
C: 2.09 1.32 -1.46
O: 1.53 1.11 -2.54
O: 1.54 1.40 -0.31
H: 4.00 1.84 -2.31
H: 3.88 0.21 -1.57
H: 4.04 1.69 -0.55
C: 2.08 -2.96 -1.33
C: 1.07 -2.10 -0.58
O: -0.02 -1.83 -1.09
O: 1.45 -1.52 0.48
H: 1.55 -3.61 -2.03
H: 2.66 -3.53 -0.60
H: 2.75 -2.29 -1.86

Calculated values
Total charge: -2
ΔE to the lowest compared entry with this formula, charge and spin: 0.0 kJ/mol
Multiplicity: 2


Entry 3:
Formula: C8H12F3NO3
Source: OMol25
Level of theory: the ωB97M-V functional and the def2-TZVPD basis

Element x y z (Å)
C: -1.34 -1.43 0.43
C: 0.69 -0.63 -1.59
C: 1.51 0.34 -0.62
C: -1.42 -0.28 -0.44
C: 0.89 0.50 0.72
C: 1.12 -0.57 1.67
C: 0.52 1.87 1.17
C: -2.54 0.62 -0.17
N: -0.73 -0.32 -1.70
O: -0.94 -2.60 -0.19
O: -1.63 -1.54 1.59
O: 2.75 -0.35 -0.46
F: -2.47 1.21 1.06
F: -2.53 1.66 -1.08
F: -3.79 0.14 -0.20
H: 1.02 -0.53 -2.73
H: 0.89 -1.71 -1.21
H: 1.60 1.34 -1.08
H: 1.54 -1.37 1.11
H: 0.18 -0.88 2.16
H: 1.91 -0.19 2.43
H: 0.08 2.07 2.16
H: -0.24 2.25 0.46
H: 1.36 2.57 1.09
H: -1.02 0.49 -2.30
H: -0.73 -2.48 -1.09
H: 3.30 -0.19 -1.19

Calculated values
Total charge: 0
ΔE to the lowest compared entry with this formula, charge and spin: 128.5 kJ/mol
Multiplicity: 1


Entry 4:
Formula: C8H12FN
Source: OMol25
Level of theory: the ωB97M-V functional and the def2-TZVPD basis

Element x y z (Å)
C: -0.06 2.17 -0.79
C: 0.51 1.11 0.14
C: 0.58 1.73 1.55
C: -0.50 -0.05 0.12
N: -0.85 -0.15 -1.25
C: -0.82 -1.29 -1.84
C: -0.25 -2.55 -1.22
C: 0.04 -2.54 0.07
C: 0.04 -1.45 1.03
F: 1.26 -1.13 1.50
H: -0.10 1.79 -1.82
H: 0.29 3.18 -0.85
H: -1.11 2.20 -0.47
H: 1.43 0.78 -0.17
H: -0.48 1.92 1.82
H: 1.09 2.70 1.52
H: 1.27 1.13 2.32
H: -1.31 0.39 0.65
H: -0.95 -1.43 -2.90
H: -0.16 -3.45 -1.85
H: 0.63 -3.41 0.47
H: -0.54 -1.68 1.99

Calculated values
Total charge: 0
SMILES: CC(C)[C@H]1N=CC=C[C@H]1F
ΔE to the lowest compared entry with this formula, charge and spin: 200.7 kJ/mol
Multiplicity: 1


Entry 5:
Formula: C8H12FN
Source: OMol25
Level of theory: the ωB97M-V functional and the def2-TZVPD basis

Element x y z (Å)
C: -0.97 1.09 -0.53
C: -1.88 0.12 -0.27
C: -0.30 -1.60 0.09
C: 0.48 0.93 -0.70
C: 1.19 -0.18 0.07
C: -3.26 0.38 0.26
C: 2.26 -0.95 -0.71
C: 1.62 0.25 1.47
N: -1.45 -1.18 -0.05
F: 0.05 -2.84 -0.05
H: -1.22 2.14 -0.81
H: 0.84 0.67 -1.79
H: 0.82 1.97 -0.51
H: -3.32 1.34 0.65
H: -3.64 -0.25 0.99
H: -4.03 0.45 -0.56
H: 3.22 -0.48 -0.93
H: 1.99 -1.11 -1.77
H: 2.61 -1.82 -0.18
H: 0.67 0.23 2.06
H: 1.86 1.21 1.29
H: 2.46 -0.37 1.96

Calculated values
Total charge: 0
ΔE to the lowest compared entry with this formula, charge and spin: 285.5 kJ/mol
Multiplicity: 1


Entry 6:
Formula: C8H12FO5S
Source: OMol25
Level of theory: the ωB97M-V functional and the def2-TZVPD basis

Element x y z (Å)
C: 1.30 -3.43 -1.20
C: 0.29 -2.38 -1.55
O: 0.73 -1.13 -0.98
C: -0.15 -0.11 -1.25
C: 0.37 1.11 -0.67
C: -0.07 2.41 -1.05
C: 0.88 3.55 -0.76
O: -1.19 2.62 -1.54
O: -1.20 -0.31 -1.85
H: 0.97 -4.40 -1.57
H: 2.27 -3.21 -1.67
H: 1.43 -3.52 -0.11
H: 0.20 -2.29 -2.65
H: -0.70 -2.63 -1.13
H: 1.31 1.00 -0.13
H: 1.77 3.21 -0.22
H: 1.20 3.99 -1.72
H: 0.36 4.33 -0.20
F: -0.55 -1.76 3.53
S: -0.44 -0.15 3.25
C: -1.49 -0.12 1.85
C: -1.67 0.96 1.09
O: -1.03 0.47 4.40
O: 0.93 0.08 2.92
H: -1.88 -1.12 1.63
H: -2.23 0.85 0.16
H: -1.42 1.97 1.43

Calculated values
Total charge: -1
Total energy: -1186.31126 Eh
Multiplicity: 1